(1)
16
Properties=species:S:1:pos:R:3:forces:R:3:lowdin_charge:R:1 method="wB97M-V/def2-TZVPD" relative_energy_kcal_mol=77.0 e_tot_ha=-325.81492 homo_lumo_gap_ev=8.6 homo_energy_ev=-7.9 max_force_ev_per_a=2.1
C -0.6077 1.7202 0.2570 0.0 0.0 -0.2 -0.0496
C 1.9871 -0.3976 0.3736 -0.1 -0.4 0.1 -0.0672
C -1.3031 -0.7585 -0.2637 0.2 1.6 0.0 -0.4477
C -0.4478 0.2949 -0.1550 -1.1 -0.2 0.2 -0.2565
C 0.7595 -0.4498 -0.4882 -0.9 -1.6 -0.3 -0.1535
O -2.6510 -0.8370 -0.3794 0.1 -0.1 0.1 0.0820
N -0.5323 -1.8791 -0.4817 2.0 0.5 -0.1 0.1255
H -3.0058 0.0369 -0.5855 0.1 -0.1 0.1 0.1085
H -0.1510 -2.2493 0.3820 -0.3 -0.1 0.2 0.0721
H 0.9588 -0.6502 -1.5364 0.1 0.3 -0.1 0.1184
H -0.4019 2.4170 -0.5616 0.0 0.0 0.0 0.0751
H 0.0771 1.9703 1.0726 0.0 0.0 0.0 0.0739
H -1.6216 1.9095 0.6151 0.0 0.0 0.0 0.0743
H 2.6053 -1.2844 0.2263 0.0 0.0 0.0 0.0773
H 2.5974 0.4678 0.0932 -0.1 0.0 0.0 0.0858
H 1.7370 -0.3107 1.4317 0.0 0.0 0.0 0.0817

=====

(2)
16
Properties=species:S:1:pos:R:3:forces:R:3:lowdin_charge:R:1 method="wB97M-V/def2-TZVPD" relative_energy_kcal_mol=34.6 e_tot_ha=-325.88235 homo_lumo_gap_ev=9.8 homo_energy_ev=-9.0 max_force_ev_per_a=2.6
C -2.0832 1.7101 0.0495 -0.3 -0.2 -0.7 -0.0340
C 2.2400 -1.0608 -0.1540 0.1 0.4 0.0 -0.0523
N -0.0341 -1.9234 -0.3640 0.8 1.1 0.2 0.1415
C -1.4176 0.3729 0.2934 -0.9 -0.2 2.1 -0.4144
C 0.7418 -0.9131 -0.1485 -0.9 -2.5 -0.2 -0.4239
C 0.1355 0.4260 0.1399 -1.0 -0.9 -0.6 -0.0852
O -2.0769 -0.5171 0.8198 1.5 1.1 -1.1 0.0650
H 0.4870 -2.7992 -0.4903 0.1 0.4 -0.1 0.0601
H -1.7891 2.4058 0.8393 0.1 0.0 -0.1 0.0888
H -1.7952 2.1031 -0.9280 0.1 0.2 0.1 0.0768
H -3.1705 1.5950 0.0723 0.2 0.0 0.1 0.0838
H 2.5472 -1.7014 -0.9855 0.0 0.1 0.2 0.0799
H 2.7175 -0.0838 -0.2643 0.2 -0.1 0.1 0.0728
H 2.5623 -1.5162 0.7858 0.1 0.1 -0.1 0.0856
H 0.5742 0.8365 1.0547 -0.1 0.2 -0.1 0.1342
H 0.3610 1.0656 -0.7201 0.1 0.3 0.3 0.1212

=====

(3)
16
Properties=species:S:1:pos:R:3:forces:R:3:lowdin_charge:R:1 method="wB97M-V/def2-TZVPD" relative_energy_kcal_mol=75.9 e_tot_ha=-325.81662 homo_lumo_gap_ev=10.3 homo_energy_ev=-9.2 max_force_ev_per_a=0.7
C 1.3264 0.9810 0.8355 0.0 0.0 0.0 -0.0757
C 1.0509 -0.2776 0.0257 0.2 0.0 0.0 -0.2884
C 0.4943 -1.4389 0.7805 0.0 -0.1 0.1 -0.0841
C -0.3759 -0.7502 -0.2403 -0.1 0.2 -0.2 -0.2236
C -1.3676 0.3182 -0.0319 -0.1 0.2 0.0 -0.1477
N -2.0273 0.8985 -0.9580 -0.1 -0.2 0.7 -0.0148
O -1.8408 0.2911 -2.1984 -0.1 0.1 -0.3 -0.0770
H 2.3402 0.9140 1.2447 -0.1 0.0 -0.1 0.0781
H 0.6557 1.0801 1.6975 0.1 -0.1 -0.2 0.0722
H 1.2557 1.9078 0.2564 0.0 -0.2 0.0 0.0800
H 1.7537 -0.4498 -0.7841 0.0 -0.1 0.2 0.1331
H 0.8390 -2.4237 0.4789 -0.2 0.1 0.1 0.1036
H 0.3316 -1.3248 1.8498 0.0 0.1 -0.2 0.1083
H -1.4578 0.7967 0.9374 -0.2 -0.1 0.0 0.1152
H -0.5794 -1.3524 -1.1209 0.3 0.3 0.0 0.1306
H -2.3987 0.8300 -2.7728 0.1 -0.1 0.1 0.0900

=====

(4)
16
Properties=species:S:1:pos:R:3:forces:R:3:lowdin_charge:R:1 method="wB97M-V/def2-TZVPD" relative_energy_kcal_mol=115.0 e_tot_ha=-325.75435 homo_lumo_gap_ev=8.8 homo_energy_ev=-7.9 max_force_ev_per_a=0.5
C 1.8381 0.2548 0.4921 -0.1 0.1 0.0 -0.0609
C 0.9031 -0.9357 0.6411 0.3 -0.1 0.1 -0.4384
N 0.1829 -1.1506 1.7238 0.2 0.0 -0.2 0.0579
C -0.7990 -0.8234 0.3246 -0.4 0.0 -0.2 -0.1785
C -1.3055 0.5491 -0.1050 0.1 0.0 0.1 -0.1474
C -0.9566 0.9726 -1.5114 0.2 -0.2 -0.1 -0.2576
O -0.1913 0.3878 -2.2395 -0.3 0.2 0.3 0.0517
H 1.5010 1.1208 1.0676 0.0 -0.1 -0.1 0.0759
H 2.7762 -0.0929 0.9482 -0.1 0.1 -0.1 0.0825
H 2.0570 0.5172 -0.5466 -0.1 -0.1 0.1 0.0698
H 1.2325 -1.7704 -0.0198 -0.1 0.1 0.1 0.1254
H -1.4894 -1.2228 1.0677 0.0 0.0 -0.1 0.1188
H -0.8148 -1.5427 -0.4993 0.1 0.1 0.1 0.1279
H -1.0269 1.3431 0.5989 0.0 -0.1 -0.1 0.1273
H -2.4059 0.5177 -0.0753 0.2 0.1 0.0 0.1223
H -1.5014 1.8754 -1.8672 0.2 -0.1 0.0 0.1233

=====

(5)
16
Properties=species:S:1:pos:R:3:forces:R:3:lowdin_charge:R:1 method="wB97M-V/def2-TZVPD" relative_energy_kcal_mol=53.7 e_tot_ha=-325.85190 homo_lumo_gap_ev=9.4 homo_energy_ev=-8.5 max_force_ev_per_a=3.7
O 0.8135 -1.1803 1.9161 0.3 0.1 0.5 0.0577
C 0.9590 -1.5025 0.7765 -1.3 -0.2 -2.8 -0.2611
C 1.3657 -0.5362 -0.3769 -0.1 1.9 3.2 -0.1498
C 0.2544 0.0358 -1.2790 -0.2 -1.7 0.2 -0.1464
C -0.8854 0.7375 -0.5286 0.4 -1.1 -1.7 -0.4318
C -2.0931 0.8574 -1.1072 0.3 0.1 1.2 0.0325
N -0.4600 1.4828 0.5394 -0.9 2.1 1.6 0.0804
H 0.6090 -2.4873 0.3735 0.3 -0.1 0.7 0.1232
H 1.5093 0.3425 0.2622 0.8 0.2 -0.1 0.0854
H 2.3761 -0.7525 -0.7058 -0.2 -0.4 -0.9 0.1115
H 0.6650 0.7694 -1.9602 0.3 0.1 -0.1 0.1175
H -0.1448 -0.7807 -1.8676 -0.4 0.0 -0.4 0.1029
H -2.8005 1.5023 -0.6021 -0.3 0.0 -0.1 0.0485
H -2.4295 0.3347 -1.9855 0.3 0.0 -0.2 0.0509
H -1.2093 2.0678 0.9001 -0.1 0.2 -0.5 0.0943
H -0.0890 1.1411 1.4125 0.7 -1.2 -0.5 0.0841

=====

(6)
16
Properties=species:S:1:pos:R:3:forces:R:3:lowdin_charge:R:1 method="wB97M-V/def2-TZVPD" relative_energy_kcal_mol=40.8 e_tot_ha=-325.87261 homo_lumo_gap_ev=11.4 homo_energy_ev=-11.0 max_force_ev_per_a=1.1
C 0.3943 -0.7352 -1.0395 0.1 0.0 -0.2 -0.1274
C 0.8548 0.2400 0.0716 0.1 0.1 0.1 -0.3196
C 0.2265 -0.7423 1.0816 0.0 0.0 0.2 -0.1381
C -0.7211 -1.1711 -0.0525 -0.1 -0.2 0.0 -0.1693
O -2.0502 1.6520 -0.1754 0.0 0.3 0.0 -0.0478
C 2.2452 0.6377 0.2665 0.9 0.3 0.2 -0.1813
N 3.3273 0.9779 0.4984 -1.0 -0.4 -0.3 0.1323
H -1.7702 1.9992 -1.0302 -0.1 0.0 0.1 0.0547
H 1.1264 -1.5380 -1.1757 -0.1 0.1 0.0 0.1140
H 0.1479 -0.3110 -2.0181 -0.1 -0.1 0.2 0.1050
H 0.2313 1.1372 0.0164 0.2 -0.1 0.1 0.1159
H 0.9384 -1.5451 1.2991 -0.1 0.1 0.1 0.1167
H -0.1739 -0.3364 2.0125 0.0 0.0 -0.1 0.1106
H -1.5693 -0.4842 -0.0945 0.2 -0.2 -0.1 0.0763
H -1.0764 -2.2037 -0.0574 0.2 0.1 -0.1 0.1030
H -2.1311 2.4230 0.3974 0.0 0.0 -0.1 0.0549

=====

(7)
16
Properties=species:S:1:pos:R:3:forces:R:3:lowdin_charge:R:1 method="wB97M-V/def2-TZVPD" relative_energy_kcal_mol=72.6 e_tot_ha=-325.82182 homo_lumo_gap_ev="7.6 / 7.6" homo_energy_ev="-6.7 / -6.7" max_force_ev_per_a=1.4
C 1.5959 -0.8057 -0.5841 0.0 -0.1 0.0 -0.0565
C 0.3512 -0.0184 -0.3063 -0.2 -0.1 -0.2 -0.4297
C 0.3750 1.4606 -0.5287 0.0 0.0 0.1 -0.0735
N -0.8094 -0.6690 -0.2088 0.3 0.0 0.2 -0.0931
C -2.0209 -0.2374 0.1925 -0.2 0.1 -0.4 -0.0950
C -0.5307 0.2798 2.1268 0.2 -0.7 1.2 -0.0083
O -0.4721 -0.4987 2.9649 0.0 0.7 -0.8 0.0417
H 2.4186 -0.4468 0.0478 -0.1 0.0 -0.1 0.0811
H 1.9303 -0.7104 -1.6279 0.0 0.0 0.1 0.0786
H 1.4685 -1.8732 -0.3648 0.0 0.2 -0.1 0.0762
H 1.2918 1.8910 -0.1109 -0.1 -0.1 -0.1 0.0830
H -0.4684 1.9691 -0.0566 0.1 -0.1 -0.1 0.0580
H 0.3614 1.6910 -1.6057 0.0 0.0 0.1 0.0863
H -0.7170 -1.6795 -0.2299 0.0 0.1 0.1 0.1541
H -2.2841 0.8016 0.0763 0.1 -0.1 0.0 0.0439
H -2.7822 -0.9860 0.3533 0.1 0.1 -0.1 0.0531

=====

(8)
16
Properties=species:S:1:pos:R:3:forces:R:3:lowdin_charge:R:1 method="wB97M-V/def2-TZVPD" relative_energy_kcal_mol=21.9 e_tot_ha=-325.90267 homo_lumo_gap_ev=11.6 homo_energy_ev=-10.9 max_force_ev_per_a=1.1
C 0.3172 0.9438 -1.2791 0.0 0.0 0.0 -0.0420
C 0.8262 0.4542 0.0722 0.0 -0.3 -0.2 -0.4205
O 0.7528 1.4717 1.0577 0.2 0.2 0.0 -0.0324
C 0.0092 -0.7179 0.6559 0.0 0.0 0.1 -0.3170
C -1.5094 -0.5125 0.5959 -0.1 0.0 0.0 -0.0536
C 0.3945 -1.9796 0.0057 0.3 -0.8 -0.4 -0.1974
N 0.7130 -2.9685 -0.5042 -0.3 1.0 0.5 0.1535
H 0.2256 0.1193 -1.9953 0.0 0.1 0.1 0.0897
H 1.0100 1.6782 -1.7042 -0.1 -0.1 0.1 0.0822
H -0.6589 1.4267 -1.1651 0.1 -0.1 0.0 0.0835
H 1.8656 0.1079 -0.0351 -0.2 0.1 0.0 0.1457
H 1.3981 2.1522 0.8337 -0.1 0.0 0.1 0.0993
H 0.3165 -0.7948 1.7058 0.0 0.0 -0.1 0.1505
H -2.0252 -1.2832 1.1761 0.1 0.1 -0.1 0.0862
H -1.8765 -0.5647 -0.4338 0.1 0.0 0.2 0.0845
H -1.7586 0.4670 1.0137 0.0 -0.1 0.0 0.0879

=====

(9)
16
Properties=species:S:1:pos:R:3:forces:R:3:lowdin_charge:R:1 method="wB97M-V/def2-TZVPD" relative_energy_kcal_mol=40.8 e_tot_ha=-325.87260 homo_lumo_gap_ev=10.5 homo_energy_ev=-9.5 max_force_ev_per_a=0.5
C 2.0716 -0.1492 0.0567 0.1 0.0 0.0 -0.0625
C 0.6478 0.4164 0.1141 0.0 0.1 0.0 -0.3474
C -0.3854 -0.5701 -0.4321 0.1 -0.1 0.0 -0.2342
N -1.7114 -0.0978 -0.0769 -0.3 0.0 -0.3 -0.0263
C -2.6163 -0.0991 -0.9568 0.1 0.0 0.2 -0.0429
C 0.2959 0.7505 1.5531 0.1 0.3 0.1 -0.2612
O 0.4615 1.8353 2.0541 -0.1 -0.4 -0.2 0.0583
H 2.1639 -1.0511 0.6750 0.0 0.1 -0.1 0.0839
H 2.7956 0.5867 0.4192 -0.1 -0.1 -0.1 0.0846
H 2.3429 -0.4187 -0.9699 -0.1 0.0 0.1 0.0807
H 0.6038 1.3561 -0.4482 0.0 -0.1 0.1 0.1454
H -0.2514 -0.7245 -1.5162 0.0 0.0 0.2 0.1180
H -0.2413 -1.5433 0.0590 0.0 0.1 0.0 0.1261
H -0.1022 -0.1016 2.1469 0.1 0.1 0.0 0.1314
H -3.6108 0.2625 -0.6913 0.1 -0.1 0.0 0.0697
H -2.4642 -0.4519 -1.9868 0.1 0.1 0.1 0.0766

=====

(10)
16
Properties=species:S:1:pos:R:3:forces:R:3:lowdin_charge:R:1 method="wB97M-V/def2-TZVPD" relative_energy_kcal_mol=53.0 e_tot_ha=-325.85304 homo_lumo_gap_ev=11.0 homo_energy_ev=-9.9 max_force_ev_per_a=0.7
C 2.0255 -0.3654 -0.6118 -0.1 -0.1 0.0 -0.0142
C 1.2488 0.5416 0.3015 0.2 0.2 -0.1 -0.5052
N 1.3031 1.8034 0.2608 0.1 -0.6 0.4 0.1718
O 0.4300 -0.1972 1.1484 0.0 0.0 -0.2 -0.0332
C -0.9454 -0.0296 0.8697 -0.2 0.1 0.1 -0.3214
C -1.7522 -1.0442 0.1103 0.0 -0.1 0.1 -0.0785
C -1.3940 0.2859 -0.5178 0.0 0.2 -0.1 -0.0989
H 2.9525 -0.7217 -0.1446 -0.2 0.2 0.0 0.0889
H 1.3983 -1.2420 -0.7882 0.2 0.0 -0.2 0.0766
H 2.2613 0.1309 -1.5564 0.0 0.0 0.2 0.0858
H 0.7274 2.2010 1.0071 -0.1 0.0 -0.2 0.0709
H -1.4906 0.4546 1.6765 0.2 0.0 -0.1 0.1442
H -1.2695 -1.9319 -0.2942 0.1 0.3 0.1 0.1057
H -2.7606 -1.2334 0.4725 0.2 0.1 -0.1 0.0990
H -0.6366 0.2421 -1.3000 -0.2 0.0 0.2 0.1024
H -2.0982 1.1060 -0.6338 -0.1 -0.4 -0.1 0.1061